Record 1
Below is a structure of composition C33H31Sn in a non-equilibrium geometry, with properties calculated with ωB97M-V/def2-TZVPD.

Its largest force on an atom is 2.621 eV Å⁻¹. The LUMO energy comes out at 0.104 Ha. As for the calculated total energy: -40554.9053 eV. The highest occupied orbital energy comes out at -0.0845 Ha. The calculation puts the molar mass at 546.3 g/mol. The frontier orbital gap is 5.1 eV.

```
! wB97M-V def2-TZVPD RIJCOSX def2/J DEFGRID3
* xyz -1 1
C -2.95846 4.73314 2.78462
C -2.12445 4.03174 1.76528
C -2.62720 3.76713 0.48727
C -1.78064 3.24105 -0.48896
C -0.41409 2.98169 -0.23247
C 0.53621 2.86993 -1.42732
C 1.79049 2.00047 -1.41174
C 2.18897 1.33810 -2.59439
C 3.50406 0.91600 -2.79194
C 4.44646 1.09780 -1.77369
C 5.89592 0.82011 -2.00473
C 4.02140 1.61264 -0.54990
C 2.71321 2.05329 -0.36299
C 0.01691 3.08015 1.09729
C -0.81130 3.66451 2.05590
H -2.35708 4.92614 3.67477
H -3.33527 5.68758 2.40104
H -3.83269 4.14001 3.07093
H -3.66393 4.02929 0.24522
H -2.16695 3.06923 -1.49970
H 0.90421 3.92147 -1.60335
H 1.46637 1.21445 -3.40553
H 3.82500 0.50245 -3.75497
H 6.45323 1.03851 -1.08990
H 6.06629 -0.22203 -2.29288
H 6.29471 1.44476 -2.81376
H 4.75862 1.73329 0.24108
H 2.44174 2.50292 0.58573
H 1.00858 2.75149 1.39631
H -0.42926 3.88984 3.04843
H -0.06245 2.61127 -2.32425
Sn -0.63724 -1.17018 -0.18536
C -2.78794 -1.45129 0.08005
C -3.35826 -2.70126 -0.14999
C -4.76033 -2.83710 -0.05955
C -5.57142 -1.73996 0.25157
C -4.97185 -0.49139 0.47418
C -3.57330 -0.34287 0.39947
C 0.05571 -2.75577 -1.52070
C 0.38135 -4.00374 -0.99269
C 0.87243 -5.00379 -1.86186
C 1.03088 -4.75287 -3.23004
C 0.70354 -3.48487 -3.73141
C 0.21307 -2.47963 -2.87840
C 0.26253 -1.54776 1.75952
C -0.53899 -1.86077 2.85392
C 0.05791 -2.04311 4.11579
C 1.44407 -1.93019 4.27081
C 2.22925 -1.60849 3.15799
C 1.64165 -1.41314 1.89707
H -2.74014 -3.57145 -0.40474
H -5.21345 -3.81718 -0.21973
H -6.65754 -1.85078 0.33059
H -5.58600 0.37163 0.72855
H -3.09617 0.62843 0.58118
H 0.27169 -4.22084 0.07837
H 1.11525 -5.99022 -1.45992
H 1.39673 -5.53384 -3.90363
H 0.80985 -3.27541 -4.79407
H -0.04505 -1.48610 -3.26262
H -1.62315 -1.96353 2.74368
H -0.56636 -2.30893 4.96957
H 1.90735 -2.11073 5.24225
H 3.31023 -1.54146 3.26036
H 2.25513 -1.15985 1.02836
*
```

Atom charges from the Löwdin analysis, given in e for atoms 1 to 5: -0.07, -0.31, -0.06, -0.05, -0.22

Record 2
Below is a structure of composition C26H28I2N10O7SV, with properties calculated with ωB97M-V/def2-TZVPD.

Its largest force on an atom is 0.687 eV Å⁻¹. The LUMO energy (alpha / beta) comes out at -0.101 / -0.100 Ha. As for the calculated total energy: -109369.8544 eV. The highest occupied orbital energy (alpha / beta) comes out at -0.3784 / -0.3785 Ha. Its energy relative to the best compared isomer or geometry (same formula, charge and spin) is 15.0 kJ/mol. Its expectation value of S² is 2.0094. The calculation puts the molar mass at 929.4 g/mol. The frontier orbital gap (alpha / beta) is 7.5 / 7.6 eV.

```
! wB97M-V def2-TZVPD RIJCOSX def2/J DEFGRID3
* xyz 1 3
V -1.23723 -0.15676 0.33773
I 1.35704 6.82477 -0.66718
C 0.41340 4.97149 -0.72568
C 0.45092 4.21414 -1.88989
C -0.16535 2.97224 -1.91103
I -0.13990 1.82034 -3.64643
C -0.78925 2.46892 -0.77451
O -1.40029 1.28706 -0.79104
C -0.79302 3.22434 0.39746
C -1.46002 2.62201 1.59847
N -0.82467 1.33928 2.02268
C 0.43454 1.56649 2.77859
C 1.72697 1.49499 2.00260
C 2.34028 2.62434 1.47901
C 3.58244 2.49730 0.87609
C 4.17432 1.24745 0.82365
C 3.49727 0.17575 1.38501
N 2.30772 0.29171 1.96992
C -0.21723 4.48484 0.41058
H 0.95359 4.58577 -2.77178
H -1.44464 3.33292 2.42953
H -2.50394 2.39865 1.37594
H -1.48104 0.93190 2.68384
H 0.36901 2.53914 3.27536
H 0.48491 0.81488 3.56526
H 1.86231 3.59054 1.55098
H 4.07764 3.36375 0.45743
H 5.13855 1.09809 0.35820
H 3.92573 -0.82006 1.36058
H -0.24131 5.07739 1.31751
N -1.83301 -1.29513 -1.42854
N -3.21435 -1.27738 -1.63414
C -4.04708 -0.80966 -0.68455
N -5.34524 -0.96491 -0.89630
N -3.44730 -0.21409 0.36038
N -4.18824 0.06151 1.48794
O -3.52650 0.40305 2.44959
O -5.40461 -0.02935 1.50361
H -1.37247 -0.82096 -2.20456
H -1.47176 -2.24242 -1.30572
H -3.58555 -1.70351 -2.46713
H -5.68029 -1.45592 -1.70660
H -5.98252 -0.61573 -0.19738
C -3.55525 -5.45207 0.49097
C -3.55002 -4.83033 1.88559
C -2.50985 -3.75769 2.01353
N -2.47806 -2.70681 1.28249
N -1.41523 -1.87028 1.58595
C -0.63262 -2.35563 2.52343
N 0.50279 -1.78897 2.94761
S -1.19761 -3.85950 3.14824
H -4.33101 -6.21243 0.41733
H -2.59593 -5.91846 0.26643
H -3.74686 -4.69060 -0.26482
H -3.37200 -5.59542 2.64182
H -4.52113 -4.38594 2.11170
H 0.99440 -1.04786 2.42140
H 1.07356 -2.29293 3.60419
O 0.57723 -2.60021 -0.75409
C 1.05381 -1.47387 -0.74687
O 0.57112 -0.49978 0.00081
C 2.18730 -1.06167 -1.61289
C 2.80851 -2.00488 -2.42082
C 3.85484 -1.64988 -3.27462
C 4.22858 -0.32723 -3.27152
O 5.20030 0.26449 -4.01380
C 5.18457 1.65481 -3.66867
O 4.17536 1.84398 -2.67288
C 3.60964 0.61549 -2.46674
C 2.58520 0.28829 -1.62628
H 2.46800 -3.02997 -2.37241
H 4.34817 -2.37254 -3.90829
H 4.93621 2.24019 -4.55417
H 6.15561 1.93279 -3.25877
H 2.09055 1.02573 -1.00932
*
```

Atom charges from the Löwdin analysis, given in e for atoms 1 to 5: 0.98, 0.89, -0.75, -0.21, -0.62

Record 3
Below is a structure of composition C14H35BrClGaN6O8P in a non-equilibrium geometry, with properties calculated with ωB97M-V/def2-TZVPD.

Its largest force on an atom is 1.411 eV Å⁻¹. The LUMO energy comes out at 0.077 Ha. As for the calculated total energy: -184642.4481 eV. The highest occupied orbital energy comes out at -0.1483 Ha. The calculation puts the molar mass at 631.5 g/mol. The frontier orbital gap is 6.1 eV.

```
! wB97M-V def2-TZVPD RIJCOSX def2/J DEFGRID3
* xyz -1 1
O 1.40620 2.45124 2.86957
C 1.84365 3.22855 2.08222
Cl 3.14873 2.54217 0.91119
C 1.55125 4.64377 1.87536
Ga -0.36906 5.21343 2.34872
P -2.04693 3.63062 1.82102
O -1.58285 2.08865 2.32182
Br -1.94649 3.46535 -0.45005
H 2.25863 5.18484 2.49627
H 1.77785 4.90645 0.85809
H -0.71468 6.49730 1.44747
H -0.45639 5.67475 3.87929
H -2.05136 1.93872 3.13902
O -1.52588 -1.47183 -1.93334
C -0.93940 -1.26719 -0.87661
N 0.19536 -1.94420 -0.56640
C -1.41168 -0.26525 0.13663
H 0.70212 -1.79222 0.28409
H 0.54012 -2.61763 -1.22704
H -2.40960 -0.54847 0.46705
H -1.47775 0.70963 -0.33520
H -0.75862 -0.19634 1.00430
O 1.33001 5.51139 -1.29122
C 1.12971 5.63072 -2.47689
N 1.73496 4.81307 -3.38858
C 0.19319 6.67517 -3.03673
H 1.58077 4.88209 -4.37464
H 2.35231 4.10213 -3.03648
H 0.54633 7.65981 -2.73765
H -0.79685 6.51283 -2.61504
H 0.12686 6.63779 -4.12469
O -4.69667 -2.97741 -0.75345
C -4.93207 -3.26696 -1.91281
N -3.95854 -3.33349 -2.85192
C -6.33593 -3.56043 -2.39454
H -4.14784 -3.55570 -3.80911
H -3.00587 -3.13499 -2.57476
H -6.96229 -2.68977 -2.20752
H -6.73064 -4.40486 -1.83308
H -6.37077 -3.79610 -3.45756
O 5.88108 -1.28535 2.18340
C 4.75487 -1.30366 2.65607
N 3.86544 -0.31271 2.43169
C 4.27129 -2.44402 3.52497
H 2.93789 -0.31226 2.81217
H 4.13735 0.47270 1.85807
H 4.91956 -2.52210 4.39585
H 4.32782 -3.37233 2.95723
H 3.24541 -2.30219 3.86208
O 4.14965 -5.77251 0.87501
C 5.20032 -5.65818 0.27562
N 5.54434 -6.52433 -0.72024
C 6.19601 -4.56641 0.57732
H 6.40127 -6.45474 -1.23254
H 4.89881 -7.26075 -0.94384
H 6.50578 -4.64752 1.61674
H 5.72083 -3.59824 0.43180
H 7.07978 -4.62132 -0.05750
O -5.55659 1.60942 -0.39999
C -5.23432 0.44089 -0.31672
N -4.17809 -0.06371 -1.00828
C -5.94719 -0.53719 0.59111
H -3.86161 -1.01254 -0.91685
H -3.65704 0.56893 -1.59101
H -6.99353 -0.59463 0.29409
H -5.89092 -0.16847 1.61332
H -5.50805 -1.53440 0.55359
*
```

Atom charges from the Löwdin analysis, given in e for atoms 1 to 5: 0.01, -0.79, 0.50, -0.32, 0.14

Record 4
Below is a cluster of 2 separate species, C3H4N2O in total, with properties calculated with ωB97M-V/def2-TZVPD.

Its largest force on an atom is 0.632 eV Å⁻¹. The SMILES is N=C=N.C#CO. The LUMO energy comes out at 0.024 Ha. As for the calculated total energy: -8200.5419 eV. The highest occupied orbital energy comes out at -0.3450 Ha. Its energy relative to the best compared isomer or geometry (same formula, charge and spin) is 322.6 kJ/mol. The calculation puts the molar mass at 84.1 g/mol. The frontier orbital gap is 10.1 eV.

```
! wB97M-V def2-TZVPD RIJCOSX def2/J DEFGRID3
* xyz 0 1
N -1.99297 0.35760 0.68746
C -0.99021 1.01788 0.49606
N 0.04773 1.68884 0.47466
H -2.16991 -0.44259 0.09150
H 0.03723 2.53101 -0.09001
C 0.44018 -1.83997 -0.82189
C 1.21551 -1.07757 -0.30098
O 2.05728 -0.25691 0.26426
H -0.20664 -2.54216 -1.29520
H 1.56181 0.56387 0.49414
*
```

Atom charges from the Löwdin analysis, given in e for atoms 1 to 5: 0.17, -0.35, 0.12, 0.08, 0.09